1.
67
Properties=species:S:1:pos:R:3:forces:R:3 method="wB97M-V/def2-TZVPD" spin_multiplicity=1 e_lumo_ev=-0.4 orbital_gap_ev=7.84
Sr 0.634730 -0.989766 1.566180 -0.59 -0.70 -0.71
F -6.177066 -2.731619 -0.571930 -0.04 -0.01 -0.02
C -5.093966 -2.675425 0.200972 -0.09 -0.02 -0.03
C -3.952488 -2.042661 -0.242335 0.02 0.03 -0.02
F -3.932151 -1.481557 -1.454386 0.04 0.04 -0.01
C -2.846193 -1.999991 0.581049 -0.08 0.19 -0.28
F -1.759838 -1.342738 0.089535 0.33 -0.05 0.06
C -2.797591 -2.551694 1.847727 0.48 0.10 0.20
S -1.360039 -2.446308 2.863275 -0.58 -0.24 0.15
C -3.966376 -3.184242 2.255686 -0.17 -0.11 0.17
F -4.040170 -3.753683 3.459599 0.07 0.00 0.03
C -5.094929 -3.248401 1.458451 -0.02 -0.02 0.04
F -6.193869 -3.862029 1.895738 0.00 -0.02 0.03
F 1.280389 6.644519 -3.943771 -0.01 0.02 0.00
C 0.957736 5.529352 -3.260707 0.06 0.06 -0.04
C 1.894281 4.521243 -3.160055 -0.03 -0.04 0.04
C 1.552022 3.376434 -2.457647 -0.04 -0.06 -0.03
C 0.288391 3.244276 -1.878233 0.13 0.22 -0.09
C -0.620167 4.294464 -1.978988 0.03 0.03 -0.05
C -0.289624 5.448082 -2.680512 -0.09 -0.06 0.07
Sb -0.155879 1.465095 -0.832395 0.01 -0.12 0.09
C -2.241796 1.702765 -0.563917 -0.28 0.01 0.00
C -3.127499 1.951794 -1.615002 -0.01 0.05 0.02
C -4.496396 2.024113 -1.398608 0.09 -0.01 -0.04
C -4.966611 1.842668 -0.113296 -0.11 0.01 -0.02
F -6.292872 1.901067 0.099107 -0.01 0.00 0.02
C -4.132356 1.608071 0.959063 0.09 -0.01 -0.01
C -2.765232 1.543402 0.721081 -0.05 -0.02 -0.08
C -0.104552 0.113284 -2.486027 -0.01 -0.16 -0.19
C -1.225676 -0.441317 -3.106108 0.05 0.00 0.03
C -1.092044 -1.332311 -4.163378 -0.03 0.05 0.07
C 0.177651 -1.663292 -4.589566 0.01 -0.06 -0.07
F 0.313952 -2.524514 -5.615249 -0.02 -0.01 -0.01
C 1.314970 -1.153833 -4.000390 -0.01 0.08 0.11
C 1.161264 -0.269440 -2.938961 0.00 0.00 -0.04
H 2.870950 4.642445 -3.608175 0.00 -0.02 0.01
H 2.301721 2.600095 -2.353842 -0.05 0.06 0.02
H -1.596941 4.230385 -1.515132 0.01 -0.02 0.00
H -0.981474 6.274098 -2.775788 0.00 -0.01 0.00
H -2.754227 2.096214 -2.622716 0.02 0.00 0.02
H -5.194566 2.210053 -2.204452 0.03 0.00 0.02
H -4.549833 1.478561 1.948680 0.02 0.00 -0.01
H -2.111851 1.359583 1.566729 0.06 -0.01 0.01
H -2.223219 -0.198328 -2.764400 0.04 0.01 0.01
H -1.954029 -1.768289 -4.652145 0.02 0.01 0.02
H 2.289789 -1.446955 -4.366675 -0.01 0.01 0.02
H 2.060244 0.126785 -2.475255 -0.01 0.04 0.02
N 2.923874 -3.389172 4.846524 0.08 0.05 -0.05
C 1.880797 -3.069415 4.048313 0.04 -0.11 -0.08
N 2.247016 -2.426913 2.966208 0.26 -0.07 0.12
C 3.639725 -2.308437 3.066710 -0.25 0.22 -0.25
C 4.546965 -1.682367 2.212101 0.01 0.00 -0.02
C 5.878596 -1.698863 2.567310 -0.02 -0.06 0.11
C 6.306367 -2.322321 3.753890 0.02 0.03 -0.05
C 5.418110 -2.935858 4.613696 0.00 0.02 -0.05
C 4.077904 -2.908367 4.239705 -0.08 -0.17 0.29
H 2.856736 -3.875081 5.723206 0.01 -0.01 0.00
H 0.863055 -3.346647 4.288999 0.03 0.04 -0.03
H 4.224628 -1.186087 1.304827 -0.01 0.00 0.01
H 6.606505 -1.216257 1.929094 -0.01 -0.01 0.02
H 7.359494 -2.312929 4.000960 0.00 0.00 0.00
H 5.750024 -3.406325 5.530128 -0.01 0.01 -0.02
N 1.770905 0.817254 2.421573 0.57 1.02 0.57
C 2.712828 1.410360 2.044290 0.06 -0.30 -0.20
N 3.789528 1.979057 1.669290 0.16 0.29 -0.14
C 3.969855 2.254746 0.382446 -0.18 -0.05 0.14
N 4.170521 2.503171 -0.732100 0.03 -0.11 0.13



2.
66
Properties=species:S:1:pos:R:3:forces:R:3 method="wB97M-V/def2-TZVPD" spin_multiplicity=1 e_lumo_ev=-0.9 orbital_gap_ev=6.73
Bi -1.032001 1.083613 -1.362076 -0.04 -0.18 0.40
Cl -1.459283 8.149921 -1.463890 0.10 0.10 0.01
C -1.896936 6.484675 -1.345333 -0.26 -0.15 0.03
C -0.900822 5.528349 -1.267854 0.10 -0.07 0.01
C -1.199050 4.167224 -1.205951 -0.10 0.27 0.04
N -0.218351 3.155433 -1.153743 -0.03 -0.20 -0.03
C 1.108048 3.415089 -1.112177 -0.14 0.12 -0.07
O 1.653156 4.510243 -1.080634 0.00 -0.07 0.00
C 2.023936 2.208791 -1.128478 0.35 0.03 0.06
C 3.368166 2.448425 -1.401907 -0.05 0.03 0.01
C 4.258506 1.393088 -1.379500 -0.10 -0.03 0.04
C 3.780673 0.134522 -1.042937 0.01 0.02 -0.02
C 2.431340 -0.015230 -0.781396 0.12 -0.12 -0.07
N 1.557268 0.991946 -0.849340 -0.01 0.17 -0.10
C -2.555918 3.768824 -1.220944 -0.12 0.24 -0.03
C -3.545438 4.751110 -1.265024 0.04 -0.18 0.04
C -3.226457 6.095043 -1.331182 0.26 -0.03 -0.01
Cl -4.501382 7.254262 -1.418873 -0.13 0.06 0.02
N -2.837075 2.386766 -1.185126 0.10 -0.11 0.01
C -4.082876 1.880550 -1.340276 0.06 0.25 -0.09
O -5.113122 2.496507 -1.580956 0.07 -0.04 0.01
C -4.218216 0.381779 -1.167102 -0.33 -0.18 0.04
C -5.480473 -0.164123 -1.388156 0.06 0.06 0.03
C -5.691228 -1.501367 -1.114105 0.09 0.08 0.00
C -4.635467 -2.243321 -0.604768 -0.03 -0.01 0.03
C -3.405138 -1.631353 -0.452431 -0.02 -0.13 -0.02
N -3.186990 -0.349016 -0.747492 -0.10 0.17 -0.14
H 0.126906 5.841832 -1.261669 -0.01 0.03 -0.01
H 3.666586 3.462099 -1.621973 0.02 0.00 0.02
H 5.305565 1.545403 -1.605387 0.00 0.00 0.00
H 4.437758 -0.722495 -0.996883 0.01 -0.02 0.06
H 2.048856 -0.989337 -0.507534 -0.06 0.02 -0.04
H -4.576713 4.451374 -1.260019 -0.05 0.05 -0.03
H -6.257287 0.493819 -1.746533 -0.03 -0.02 0.00
H -6.662279 -1.949514 -1.276732 0.00 -0.02 0.02
H -4.756185 -3.279964 -0.322718 0.01 -0.01 -0.03
H -2.568412 -2.196967 -0.066889 0.03 0.02 -0.04
Br 6.741129 -2.257275 0.293781 -0.06 -0.06 0.07
C 5.199070 -2.846728 1.234048 0.06 0.05 -0.08
C 4.514910 -1.950924 2.038996 0.00 0.04 -0.03
C 3.363288 -2.363148 2.682835 -0.21 -0.15 0.11
C 2.913106 -3.680128 2.556566 0.37 0.43 -0.65
C 3.646685 -4.579343 1.783028 -0.27 0.05 0.05
C 4.773248 -4.158595 1.099973 0.11 0.04 -0.05
N 1.861017 -4.171005 3.355586 -0.26 -0.07 0.69
N 0.796971 -3.567140 3.565489 -0.20 -0.90 0.03
C 0.308142 -2.516558 2.772954 0.01 0.89 -0.40
C -0.238379 -1.432663 3.437102 0.36 -0.37 -0.03
C -0.672929 -0.294450 2.768625 -0.09 0.25 -0.24
C -0.633857 -0.201088 1.381981 -0.01 -0.03 0.43
O -0.989742 0.912115 0.791429 0.04 -0.04 -0.57
C -0.233016 -1.380595 0.666200 0.05 -0.21 0.20
N -0.366403 -1.360936 -0.677503 0.16 0.03 -0.02
C -0.058253 -2.407737 -1.397726 -0.06 0.07 0.04
C 0.377358 -3.608045 -0.815385 -0.02 -0.11 0.20
C 0.498217 -3.670026 0.548257 0.09 -0.01 -0.21
C 0.238390 -2.534292 1.347464 -0.04 0.01 0.23
H 4.874159 -0.939777 2.170343 0.01 0.02 -0.06
H 2.819454 -1.672783 3.314508 0.03 0.01 -0.01
H 3.311978 -5.606007 1.704486 0.03 -0.02 0.07
H 5.334231 -4.849389 0.486030 -0.02 0.00 -0.02
H -0.245250 -1.461863 4.519706 -0.07 0.00 0.01
H -1.048493 0.558020 3.318302 0.03 0.01 0.01
H -0.187055 -2.316314 -2.472074 0.04 -0.03 0.00
H 0.579650 -4.473633 -1.430230 -0.01 0.01 -0.02
H 0.762732 -4.607710 1.013238 0.12 -0.03 0.10



3.
69
Properties=species:S:1:pos:R:3:forces:R:3 method="wB97M-V/def2-TZVPD" de_lowest_kj_mol=14.5 spin_multiplicity=5 total_charge=+1 e_lumo_ev="-3.8 / -6.8" orbital_gap_ev="7.75 / 4.71"
Co 0.251028 0.682217 0.125737 1.12 -0.04 -0.65
S 5.607908 5.971982 -0.021682 0.08 0.08 0.00
N 5.741230 4.369771 0.020401 0.17 -0.08 0.04
C 4.524108 3.876293 -0.101343 -0.30 0.40 -0.09
C 4.173195 2.477275 -0.131883 -0.16 -0.27 -0.05
C 5.103432 1.439411 -0.020906 -0.09 0.07 -0.05
C 4.655187 0.140663 -0.070566 0.06 -0.01 -0.02
C 3.292741 -0.096711 -0.224688 0.02 -0.05 -0.08
N 2.401847 0.875679 -0.337389 -0.04 0.19 0.08
C 2.823436 2.150209 -0.293703 0.38 -0.15 0.00
C 1.799977 3.179208 -0.427024 -0.18 0.42 -0.06
N 0.530539 2.763860 -0.587966 0.09 -0.19 0.22
C -0.425534 3.670194 -0.713543 0.02 0.01 -0.01
C -0.182114 5.040100 -0.673527 -0.05 0.06 -0.03
C 1.108416 5.483733 -0.499167 0.06 -0.12 -0.02
C 2.131235 4.539336 -0.387445 -0.25 -0.18 -0.05
C 3.522899 4.886128 -0.231009 0.41 -0.29 0.06
N 4.015881 6.109647 -0.204233 -0.08 0.16 0.03
H 6.152100 1.680979 0.089617 0.00 -0.02 0.06
H 5.335378 -0.693502 0.022819 0.00 0.01 -0.01
H 2.906966 -1.107984 -0.248451 -0.06 0.02 0.05
H -1.429866 3.288482 -0.844656 -0.01 0.00 0.03
H -1.005719 5.733127 -0.770620 0.01 0.00 0.00
H 1.353575 6.536070 -0.448011 -0.02 0.01 -0.02
N -9.636879 0.357979 -0.334677 0.05 0.02 0.01
C -8.490188 0.426173 -0.303417 -0.23 -0.03 -0.02
C -7.064123 0.498326 -0.277584 0.32 -0.01 0.02
C -6.404105 1.446003 -1.073922 0.00 0.05 -0.01
C -5.032959 1.507093 -1.062821 -0.18 0.07 -0.18
C -4.292410 0.623612 -0.247230 0.39 -0.01 -0.02
C -4.968903 -0.320380 0.557215 -0.15 -0.10 0.20
C -6.340330 -0.382964 0.538875 -0.02 0.00 0.00
C -2.900259 0.677290 -0.225458 -0.55 0.01 -0.01
C -1.657782 0.723639 -0.164153 -0.47 0.00 0.17
H -6.981306 2.121215 -1.689598 -0.01 -0.01 0.00
H -4.516828 2.231991 -1.676697 0.05 -0.03 0.01
H -4.401058 -0.990382 1.188092 0.05 0.03 -0.02
H -6.867411 -1.100837 1.151123 -0.01 -0.01 -0.01
F -0.888430 0.164995 3.751133 0.08 -0.06 0.10
C 0.404270 -0.042402 4.036245 0.05 -0.02 -0.22
F 0.774497 0.775497 5.008830 -0.02 0.04 -0.04
F 0.563919 -1.299807 4.429310 0.00 0.04 -0.01
S 1.391656 0.271772 2.503469 0.08 -0.22 0.78
O 0.871967 1.554404 2.006562 -0.20 0.11 -0.12
O 2.771557 0.244577 2.857407 -0.01 -0.05 0.09
O 0.932189 -0.791774 1.587508 -0.21 0.05 -0.27
C 0.708340 -1.726556 -3.607813 0.04 -0.01 -0.01
C 0.843736 -0.751416 -2.635350 0.04 -0.01 -0.08
N 0.388587 -0.920315 -1.393800 -0.25 0.13 0.21
C -0.207084 -2.067348 -1.073038 0.02 -0.11 -0.06
C -0.380686 -3.110199 -1.976192 0.10 0.04 -0.11
C 0.078005 -2.915326 -3.278330 -0.04 0.04 0.17
C -1.085227 -4.345880 -1.594155 -0.14 -0.05 0.06
C -0.926281 -5.076918 -0.491055 -0.08 -0.01 -0.11
C 0.064136 -4.929011 0.588161 0.43 0.20 0.18
C 1.324956 -4.348951 0.444025 -0.10 -0.14 0.03
C 2.143093 -4.346117 1.562191 -0.09 0.02 -0.17
N 1.759739 -4.853762 2.723627 0.12 -0.03 0.41
C 0.542832 -5.381109 2.771659 0.19 0.18 -0.29
N -0.307079 -5.449914 1.759238 -0.43 -0.16 0.04
H 1.093879 -1.555267 -4.603006 -0.02 0.02 0.00
H 1.329825 0.193421 -2.846737 -0.02 0.00 0.01
H -0.546407 -2.169739 -0.048453 -0.04 0.05 -0.02
H -0.054940 -3.698876 -4.013836 0.02 0.02 -0.03
H -1.850693 -4.658621 -2.297828 0.02 -0.05 0.02
H -1.602196 -5.906627 -0.319737 0.01 -0.01 -0.06
H 1.662403 -3.947271 -0.499834 0.05 -0.02 0.00
H 3.144585 -3.930353 1.529885 -0.02 0.02 -0.05
H 0.221563 -5.796057 3.719390 -0.01 -0.02 -0.01



4.
77
Properties=species:S:1:pos:R:3:forces:R:3 method="wB97M-V/def2-TZVPD" de_lowest_kj_mol=0.0 spin_multiplicity=2 e_lumo_ev="-0.3 / -2.0" orbital_gap_ev="7.61 / 5.90"
Ir -1.060439 1.197157 -1.237024 -0.21 -0.05 -0.45
S -0.962160 3.136862 0.179799 0.08 0.01 0.02
P 0.133824 1.883464 1.329696 0.02 0.17 -0.10
C 0.302384 0.636391 0.096628 -0.03 -0.18 0.08
P 1.624368 0.309935 -1.015246 -0.13 0.02 0.02
S 0.951155 1.621873 -2.413977 0.02 0.03 -0.01
C 1.647031 -1.395838 -1.553417 0.03 -0.03 0.10
C 1.462186 -2.404702 -0.615582 -0.05 -0.01 -0.03
C 1.611235 -3.727089 -1.000361 -0.02 -0.03 -0.03
C 1.957206 -4.032577 -2.309078 0.00 -0.03 0.04
C 2.135589 -3.022226 -3.243368 -0.01 0.04 -0.03
C 1.972874 -1.698989 -2.870368 0.04 0.04 -0.03
C 3.286013 0.665493 -0.427142 0.04 0.04 -0.08
C 4.165915 1.361898 -1.247950 -0.01 0.00 0.01
C 5.456535 1.618371 -0.810392 0.01 0.00 0.00
C 5.858373 1.194495 0.447846 0.00 0.00 -0.01
C 4.977022 0.502901 1.269088 -0.01 -0.01 0.00
C 3.692885 0.228185 0.829654 0.01 -0.03 0.02
C -0.695339 1.270284 2.789658 -0.11 -0.07 -0.09
C -1.617242 2.083526 3.442619 0.03 0.02 -0.01
C -2.210223 1.636101 4.611441 0.01 0.00 0.01
C -1.886605 0.384306 5.118080 -0.03 0.02 0.01
C -0.981335 -0.430989 4.455798 -0.05 -0.08 -0.04
C -0.387220 0.006849 3.283627 -0.01 -0.02 -0.03
C 1.673350 2.630617 1.889850 -0.02 -0.01 0.05
C 2.419330 3.372813 0.973583 -0.01 0.03 0.01
C 3.629856 3.921653 1.357785 0.00 0.00 0.00
C 4.092032 3.744298 2.656553 -0.01 0.00 0.00
C 3.344856 3.020493 3.573199 0.00 0.00 0.00
C 2.134058 2.459829 3.192298 0.01 -0.02 0.01
H 1.158198 -2.167153 0.394469 -0.04 0.01 0.05
H 1.436285 -4.518222 -0.283539 0.00 0.01 0.01
H 2.065943 -5.067075 -2.608385 0.01 0.00 0.00
H 2.374783 -3.265819 -4.270000 0.00 0.00 0.01
H 2.072392 -0.905402 -3.601591 0.01 -0.01 0.00
H 3.839863 1.716680 -2.218744 0.00 0.00 0.00
H 6.144370 2.157184 -1.448673 0.00 0.00 0.00
H 6.862583 1.404712 0.792481 0.00 0.00 0.00
H 5.290276 0.177244 2.252172 0.00 0.00 0.00
H 3.008263 -0.315506 1.471496 0.00 0.00 0.00
H -1.880257 3.048200 3.026014 0.00 0.00 0.00
H -2.934900 2.257946 5.119750 0.00 0.00 -0.01
H -2.364516 0.030511 6.022074 0.00 0.00 0.00
H -0.770975 -1.423634 4.826515 0.01 -0.03 0.00
H 0.286677 -0.644019 2.737810 0.01 -0.01 0.01
H 2.044118 3.517838 -0.033344 0.00 0.00 0.00
H 4.212481 4.491112 0.645739 0.00 0.00 0.00
H 5.037211 4.179237 2.955531 0.00 0.00 0.00
H 3.699944 2.894590 4.587570 0.00 0.00 0.00
H 1.549328 1.897660 3.909373 0.00 0.01 -0.01
Cl -4.537077 -0.948393 -7.126976 0.00 0.00 0.00
C -3.570911 -0.809426 -5.709503 0.02 -0.02 0.01
C -3.425603 0.414434 -5.076240 0.01 0.00 -0.01
Cl -4.212888 1.818132 -5.686031 0.00 0.00 0.01
C -2.633482 0.508123 -3.939690 -0.01 0.00 0.01
Cl -2.490030 2.046695 -3.119773 0.01 -0.03 0.12
C -1.962894 -0.581802 -3.378627 -0.02 0.00 -0.03
O -1.220176 -0.529846 -2.309304 0.00 0.01 0.15
C -2.133898 -1.817265 -4.040966 0.01 -0.02 -0.01
Cl -1.341353 -3.182216 -3.365612 -0.03 -0.01 0.04
C -2.917049 -1.927219 -5.175815 -0.02 0.02 -0.02
Cl -3.092720 -3.454762 -5.946112 0.00 0.01 0.01
F -4.626319 -4.119658 1.310140 -0.02 0.00 0.01
C -3.538163 -3.909775 0.572320 0.05 -0.03 0.03
F -2.756091 -4.991283 0.646414 -0.02 0.01 0.00
F -3.901118 -3.728257 -0.689409 0.01 -0.02 -0.05
S -2.593275 -2.461657 1.211877 0.08 -0.27 -0.06
O -1.467129 -2.337050 0.332208 0.10 0.13 0.00
O -2.384689 -2.771436 2.592003 0.04 0.11 0.06
N -3.628932 -1.275778 1.090243 0.13 0.31 0.02
S -3.871250 -0.360122 -0.138229 -0.43 -0.01 -0.06
O -4.314530 -0.977561 -1.347790 0.17 0.00 -0.12
O -2.932078 0.767609 -0.302524 0.31 -0.07 0.36
C -5.310386 0.571654 0.530640 0.05 -0.03 -0.03
F -6.317893 -0.257758 0.767921 -0.02 0.01 0.01
F -4.991628 1.209296 1.651788 -0.01 0.03 0.03
F -5.688036 1.463834 -0.382944 -0.03 0.03 0.00